# 1
# C38H27FeIN3O2PS2

A structure of composition C38H27FeIN3O2PS2 (ωB97M-V/def2-TZVPD, the OMol25 dataset).

```
75
Properties=species:S:1:pos:R:3:forces:R:3
Fe 0.521396 -0.377574 0.309338 -0.48 0.49 -0.15
O -0.315938 -3.862985 2.413200 0.07 -0.02 -0.10
S 0.592372 -2.750786 2.544210 -0.04 -0.30 0.07
O 1.141978 -2.510214 3.852882 0.00 0.12 0.05
N -0.032309 -1.389463 1.932932 0.02 -0.26 -0.06
C -0.714129 -0.582494 2.866427 0.22 0.15 0.04
C -1.710269 -1.007122 3.702233 -0.03 0.07 0.00
C -2.296856 -0.106304 4.619788 0.00 -0.01 -0.01
C -1.898164 1.196965 4.692577 0.01 0.01 0.00
C -0.865227 1.666849 3.844458 0.00 0.00 0.02
C -0.372073 2.990107 3.855101 -0.01 -0.01 -0.01
C 0.641768 3.340853 3.010112 -0.01 -0.02 -0.02
C 1.163874 2.370368 2.133808 -0.03 0.01 0.03
N 0.729581 1.135216 2.096030 0.21 -0.01 -0.10
C -0.271968 0.770495 2.937903 -0.05 -0.08 0.05
C 1.972557 -3.034694 1.456756 -0.07 0.09 0.00
C 3.017722 -2.115345 1.457864 0.08 -0.03 0.12
C 4.151663 -2.381232 0.702338 -0.06 0.13 -0.08
C 4.224226 -3.537889 -0.062547 -0.03 -0.01 -0.03
C 3.176565 -4.448593 -0.051855 0.04 -0.03 -0.02
C 2.051550 -4.207823 0.723344 -0.16 0.06 -0.09
H -2.038162 -2.037805 3.663869 0.01 0.00 0.00
H -3.079777 -0.468414 5.273404 0.00 0.01 0.00
H -2.356510 1.881808 5.394852 0.00 0.00 0.00
H -0.811999 3.714506 4.529839 0.01 0.00 0.00
H 1.032601 4.347756 2.980961 0.01 0.00 0.02
H 1.944011 2.635986 1.429214 -0.01 0.00 -0.01
H 2.973513 -1.250357 2.112854 -0.05 0.00 -0.09
H 4.982666 -1.688703 0.719531 0.01 0.02 -0.01
H 5.105369 -3.734734 -0.659878 0.00 -0.01 0.01
H 3.240354 -5.354996 -0.640349 -0.01 0.01 0.01
H 1.228298 -4.908663 0.764369 0.00 0.00 0.00
I -1.247719 -3.082978 -0.802809 -0.02 -0.17 -0.07
C -0.348738 -3.938500 -2.499254 0.02 -0.11 0.04
C -0.427942 -5.307927 -2.462598 0.00 0.02 0.00
C 0.059539 -6.107345 -3.509850 0.01 0.03 -0.01
C 0.599109 -5.501889 -4.599495 -0.01 -0.02 0.01
C 0.700295 -4.092467 -4.671241 0.01 0.00 -0.01
C 1.247867 -3.537389 -5.852212 0.01 0.02 -0.01
C 1.384077 -2.193662 -5.993694 -0.01 -0.04 -0.02
C 1.002598 -1.362224 -4.929717 0.07 -0.02 0.07
C 0.469168 -1.836975 -3.754159 0.12 0.06 -0.05
P 0.160419 -0.535802 -2.474168 0.32 -0.05 0.21
C -1.358620 0.254519 -3.110265 -0.18 -0.07 0.17
C -2.507232 0.112517 -2.332506 0.02 0.16 0.06
C -3.717070 0.645916 -2.746433 -0.02 0.01 0.01
C -3.797268 1.335738 -3.945764 -0.02 -0.01 0.00
C -2.664603 1.479233 -4.731435 0.02 0.02 -0.01
C -1.455950 0.938504 -4.320274 0.00 -0.16 -0.04
C 1.563799 0.612411 -2.760472 0.02 0.01 -0.18
C 2.794549 0.108427 -2.342732 0.12 0.00 -0.15
C 3.945111 0.876474 -2.401420 0.06 0.01 0.03
C 3.880344 2.182230 -2.868515 0.01 -0.01 0.01
C 2.660692 2.700644 -3.271079 -0.01 0.03 -0.01
C 1.509689 1.923825 -3.221929 -0.08 0.00 0.19
C 0.262108 -3.252627 -3.598121 -0.06 0.01 -0.05
H -0.893655 -5.788748 -1.613047 0.00 0.01 0.00
H -0.020757 -7.184117 -3.445684 0.00 0.00 0.00
H 0.959027 -6.082563 -5.439834 0.00 0.00 0.00
H 1.552598 -4.215216 -6.640281 0.00 0.00 0.00
H 1.797709 -1.764118 -6.896431 0.00 0.01 0.01
H 1.177572 -0.300514 -5.033445 0.01 0.03 -0.01
H -2.448920 -0.397546 -1.380612 -0.01 0.03 -0.03
H -4.593849 0.532948 -2.122149 0.00 0.00 0.00
H -4.738661 1.762177 -4.267176 0.00 0.00 0.00
H -2.717681 2.014808 -5.670647 0.00 -0.01 0.00
H -0.602207 1.036790 -4.973047 0.13 0.03 -0.01
H 2.854989 -0.914769 -1.998994 0.05 -0.21 0.14
H 4.891697 0.460415 -2.078534 -0.02 -0.01 0.00
H 4.772568 2.793709 -2.907200 0.00 -0.01 0.00
H 2.594563 3.725338 -3.614035 -0.02 -0.01 0.00
H 0.568467 2.379376 -3.482975 -0.17 0.00 -0.07
S -1.233551 3.851473 -0.987809 0.05 -0.04 0.01
C -0.657350 2.388067 -0.659058 -0.02 0.01 -0.13
N -0.233084 1.309909 -0.455424 -0.03 0.04 0.26
```
Positions in Å, forces in eV/Å.

- calculated total energy (hartree) = -4478.18387
- HOMO level (spin up / spin down) (eV) = -8.0 / -8.0
- LUMO energy (spin up / spin down) (eV) = -0.11 / -0.24
- frontier orbital gap (spin up / spin down) (eV) = 7.940 / 7.720
- expectation value of S² = 6.0116
- multiplicity = 5

Atomic partial charges in e from the Löwdin method, atoms 1 to 4:
1. Fe 0.719
2. O -0.354
3. S 0.545
4. O -0.281



# 2
# C38H27I2N9O6S2Tl

A structure of composition C38H27I2N9O6S2Tl (ωB97M-V/def2-TZVPD, the OMol25 dataset).

```
85
Properties=species:S:1:pos:R:3:forces:R:3
Tl -0.005870 0.640629 0.471048 -0.16 -0.02 -0.03
I -0.946400 4.177023 -6.983559 0.01 0.00 0.01
C -0.924830 3.603286 -4.971819 -0.01 0.04 0.00
C -1.177955 4.539531 -3.979413 0.02 -0.03 -0.06
C -1.164839 4.133126 -2.662432 0.03 -0.02 0.11
I -1.526733 5.544604 -1.161223 0.00 -0.03 0.01
C -0.907740 2.793497 -2.236886 0.12 0.10 -0.25
O -0.921291 2.462157 -1.014354 -0.11 -0.26 0.32
C -0.612885 1.879967 -3.302596 0.01 -0.06 -0.03
C -0.244933 0.449456 -2.992785 -0.16 0.27 0.02
N 1.080500 0.334036 -2.371739 0.10 0.12 0.04
C 2.132395 1.018392 -3.099709 -0.10 0.07 -0.11
C 2.384123 2.421526 -2.566583 -0.07 -0.07 -0.26
C 2.780282 3.435788 -3.435723 -0.14 0.05 0.03
C 2.911760 4.723289 -2.949694 -0.01 -0.02 0.01
C 2.625975 4.964796 -1.613247 0.00 -0.03 -0.04
C 2.260960 3.889822 -0.823271 -0.01 0.03 0.15
N 2.169359 2.640667 -1.274407 0.03 0.04 0.04
C -0.647841 2.289207 -4.624988 0.07 0.03 0.02
H -1.383977 5.571171 -4.230130 0.00 0.00 0.00
H -0.285713 -0.115242 -3.937414 0.03 0.11 -0.01
H -0.975539 0.003713 -2.309633 0.12 0.15 -0.03
H 1.306069 -0.627113 -2.159688 -0.15 -0.09 -0.15
H 1.862019 1.134561 -4.157709 0.14 -0.08 -0.02
H 3.060854 0.437659 -3.086783 -0.05 -0.01 0.11
H 2.927207 3.219247 -4.486480 0.00 -0.01 0.01
H 3.198972 5.532735 -3.608766 0.00 0.00 0.00
H 2.675027 5.958603 -1.190949 -0.03 0.00 0.00
H 1.999984 4.039084 0.219598 0.06 0.00 0.05
H -0.435791 1.563455 -5.402166 -0.01 -0.01 -0.01
O -1.091492 -5.224385 -0.259845 -0.02 -0.03 -0.03
S -1.744981 -3.042420 0.842127 0.02 0.07 -0.07
O 0.826853 -2.408478 0.451272 0.29 0.07 -0.37
N -1.879167 -1.455378 1.158805 0.13 0.03 0.09
C -3.086915 -1.112352 1.716229 -0.08 0.18 -0.26
C -4.070833 -1.996320 2.139252 -0.03 -0.07 0.11
C -5.331769 -1.561618 2.582625 -0.04 0.00 0.00
C -5.654906 -0.238581 2.630230 0.00 0.01 -0.01
C -4.675839 0.714813 2.257998 0.06 -0.02 0.06
C -4.938601 2.103254 2.284175 -0.07 -0.03 0.00
C -3.966869 2.992270 1.941000 0.06 0.06 0.00
C -2.699421 2.492057 1.589028 0.06 -0.06 0.05
N -2.419241 1.213747 1.550449 -0.18 -0.22 -0.17
C -3.387743 0.301368 1.844812 0.05 0.10 0.04
C -1.040824 -3.716448 2.369051 0.04 0.02 -0.04
C -0.593076 -2.810084 3.318934 -0.03 0.00 0.02
C -0.061020 -3.276391 4.511789 0.00 0.01 0.00
C 0.006221 -4.639674 4.756669 0.01 -0.02 0.00
C -0.470479 -5.538123 3.811148 0.00 0.00 0.00
C -0.999006 -5.084032 2.612274 0.00 0.03 -0.01
H -3.884008 -3.062874 2.107371 -0.02 0.04 0.04
H -6.060726 -2.306935 2.877776 0.00 -0.01 0.01
H -6.632466 0.097148 2.952202 -0.01 0.01 0.00
H -5.928346 2.440547 2.572129 0.01 -0.01 0.01
H -4.143202 4.059403 1.932650 0.00 0.00 0.00
H -1.898752 3.171188 1.321479 0.02 0.03 -0.08
H -0.668674 -1.750051 3.108848 0.00 0.00 -0.01
H 0.297263 -2.570414 5.250257 0.00 0.00 0.01
H 0.421809 -5.002927 5.688360 0.00 0.00 0.00
H -0.426507 -6.602629 4.003541 0.00 -0.01 0.00
H -1.341986 -5.771456 1.854594 -0.01 -0.02 -0.04
O 3.284002 -0.180101 -0.539273 -0.12 -0.53 -0.11
N 3.535979 0.806611 -0.130341 0.29 0.48 -0.29
O 3.284694 0.722886 1.596311 -0.08 0.03 0.56
S -0.368550 -4.240043 -2.821329 0.02 0.01 -0.17
C -0.637964 -2.597762 -2.482792 -0.03 -0.21 -0.04
N -0.511384 -2.079482 -1.314835 0.04 -0.09 0.33
C -0.188297 -3.017877 -0.289130 -0.30 -0.03 -0.01
C 1.781433 -2.983918 1.230339 -0.02 -0.01 0.08
C 2.419888 -4.141054 1.086783 0.03 0.04 -0.03
C 2.230662 -5.153578 0.062475 -0.03 0.00 0.02
C 1.187385 -5.289299 -0.751076 -0.02 -0.03 -0.07
C -0.124249 -4.553311 -0.718801 0.09 0.01 0.33
H -0.917611 -1.935007 -3.301164 0.02 -0.14 0.11
H 2.060526 -2.290815 2.011415 0.01 0.03 0.07
H 3.197413 -4.317179 1.819432 -0.01 0.00 0.02
H 3.023495 -5.889601 -0.015628 0.01 0.01 -0.02
H 1.166325 -6.131554 -1.432357 0.01 0.01 0.00
O 2.140288 2.297801 2.584539 0.09 0.25 0.08
N 3.189042 1.961348 2.078989 -0.10 -0.40 -0.22
C 4.272620 2.737531 1.942709 0.07 0.19 0.11
C 5.472398 2.190177 1.421666 0.00 -0.05 0.02
N 6.449149 1.749002 1.003586 0.02 0.03 -0.01
C 4.203520 4.082981 2.389729 -0.02 -0.02 -0.04
N 4.180791 5.179344 2.735028 -0.01 0.01 0.01
```
Positions in Å, forces in eV/Å.

- calculated total energy (hartree) = -3972.54932
- charge = -1
- HOMO level (eV) = -4.9
- ΔE to the lowest compared entry with this formula, charge and spin (kJ/mol) = 592.51
- LUMO energy (eV) = 0.34
- frontier orbital gap (eV) = 5.277

Atomic partial charges in e from the Löwdin method, atoms 1 to 4:
1. Tl 0.945
2. I 0.777
3. C -0.765
4. C -0.257



# 3
# C38H27N2O4P2PdSTe

A structure of composition C38H27N2O4P2PdSTe (ωB97M-V/def2-TZVPD, the OMol25 dataset).

```
76
Properties=species:S:1:pos:R:3:forces:R:3
Pd -0.079461 -0.365595 0.048545 1.79 0.25 0.75
O 2.917860 -0.133747 -3.087562 0.19 0.25 -0.15
C 2.280583 0.107738 -1.913905 0.26 -0.03 1.03
O 1.041827 0.321189 -1.901699 -0.26 -0.36 0.02
C 2.976893 0.091397 -0.670647 -0.21 -0.08 -0.73
C 4.362613 0.044887 -0.397344 0.12 -0.02 0.04
C 4.794502 0.192095 0.896066 0.02 0.00 -0.21
C 3.873953 0.371671 1.946236 -0.37 0.03 -0.04
C 2.526236 0.320295 1.627182 -0.08 0.08 1.05
N 2.115859 0.185533 0.389025 -1.14 -0.18 -0.23
C 1.387305 0.395116 2.684938 1.52 0.23 -0.15
O 1.677002 0.695880 3.828310 0.08 0.00 0.20
O 0.228028 0.130934 2.252354 -1.56 -0.45 -0.91
H 5.052558 -0.084525 -1.216812 0.08 -0.01 -0.06
H 5.851754 0.175395 1.119976 0.08 0.00 -0.06
H 4.183337 0.546362 2.964081 -0.09 -0.07 0.08
Te -4.503962 0.502889 -1.163288 -0.28 0.08 -0.89
C -5.070426 1.039264 -3.168528 0.03 -0.06 0.37
C -5.978907 2.064594 -3.395396 0.06 -0.08 0.20
C -6.310126 2.376795 -4.706505 -0.12 0.11 0.25
N -5.808349 1.747385 -5.752706 -0.15 0.17 -0.53
C -4.941623 0.774544 -5.533663 0.22 -0.21 0.09
C -4.536118 0.381883 -4.267167 0.09 -0.04 0.12
C -2.430617 0.480013 -1.706182 -0.33 -0.15 0.80
P -1.696973 -1.164817 -1.729629 -0.42 -0.08 -0.98
C -0.533023 -1.296541 -3.109242 0.26 0.28 0.09
C 0.474915 -2.287938 -2.946612 0.16 -0.32 -0.14
C 1.696826 -2.137844 -3.498161 -0.03 0.09 -0.01
C 2.099735 -0.830603 -4.103012 0.00 -0.17 0.11
C 0.915103 -0.040594 -4.560455 -0.01 -0.06 -0.06
C -0.321438 -0.268853 -4.061161 -0.22 -0.16 -0.27
C -2.966261 -2.394237 -2.199709 0.19 -0.07 0.28
C -3.033795 -2.865809 -3.507369 0.07 0.15 0.08
C -3.994020 -3.795342 -3.862782 -0.09 -0.10 -0.10
C -4.868484 -4.291343 -2.910504 0.02 0.02 0.00
C -4.774950 -3.861495 -1.594669 -0.05 -0.03 0.08
C -3.829593 -2.916684 -1.238166 0.19 -0.07 0.03
P -1.464399 1.550850 -0.600639 0.02 1.31 -1.00
C -0.222232 2.569272 -1.482879 0.01 -0.02 0.22
C 0.775125 3.063592 -0.642926 -0.22 -0.09 0.09
C 1.756997 3.892948 -1.147220 0.02 0.08 -0.02
C 1.737332 4.242169 -2.490129 0.12 0.00 0.01
C 0.738846 3.758626 -3.319587 -0.01 0.08 -0.12
C -0.249325 2.927529 -2.821339 -0.04 -0.06 0.19
C -2.585786 2.965906 -0.265730 0.00 -0.23 0.38
C -3.217496 3.591910 -1.339696 0.15 0.10 0.05
C -4.015671 4.697669 -1.122568 0.07 -0.08 -0.16
C -4.178596 5.198237 0.160805 0.00 -0.03 0.12
C -3.567295 4.566417 1.228108 -0.05 0.11 0.09
C -2.773882 3.447540 1.020681 0.13 -0.23 -0.12
H -6.411466 2.612912 -2.571638 -0.05 0.10 0.04
H -7.007380 3.174336 -4.930205 -0.07 0.07 0.10
H -4.557662 0.284351 -6.419132 0.11 -0.11 0.00
H -3.823053 -0.419884 -4.138922 0.00 -0.06 -0.06
H 0.246148 -3.152954 -2.333739 0.10 -0.08 -0.01
H 2.479436 -2.866003 -3.350921 0.03 -0.15 0.03
H 2.829454 -0.948135 -4.914104 -0.23 -0.04 0.17
H 1.103573 0.789967 -5.221808 -0.05 0.12 -0.13
H -1.148334 0.374078 -4.328639 -0.04 0.15 0.01
H -2.325695 -2.504267 -4.240986 -0.02 0.01 -0.09
H -4.056369 -4.138716 -4.885161 0.02 -0.03 -0.07
H -5.609176 -5.026099 -3.191968 -0.05 -0.03 0.01
H -5.436680 -4.271981 -0.846105 -0.05 0.00 0.06
H -3.736128 -2.596668 -0.206770 -0.08 0.00 -0.02
H 0.772111 2.787618 0.410539 0.11 0.00 -0.15
H 2.534794 4.261785 -0.493696 0.04 0.04 0.02
H 2.502487 4.893350 -2.889345 0.04 0.01 -0.03
H 0.725833 4.035118 -4.364585 0.01 0.03 -0.07
H -1.024505 2.555288 -3.474726 -0.08 -0.06 -0.06
H -3.078405 3.212077 -2.343754 -0.03 0.02 -0.05
H -4.508823 5.171767 -1.957623 -0.02 0.08 -0.10
H -4.777595 6.081910 0.323459 -0.09 0.04 0.03
H -3.706265 4.942511 2.229271 0.00 0.06 0.13
H -2.299487 2.944713 1.853008 0.02 0.02 0.09
S 0.503846 -3.078820 1.895890 0.03 0.55 -1.56
C 0.443139 -2.351038 0.530283 0.15 -0.58 1.86
```
Positions in Å, forces in eV/Å.

- calculated total energy (hartree) = -3351.24798
- HOMO level (spin up / spin down) (eV) = -5.3 / -8.2
- ΔE to the lowest compared entry with this formula, charge and spin (kJ/mol) = 437.32
- LUMO energy (spin up / spin down) (eV) = -0.81 / -2.23
- frontier orbital gap (spin up / spin down) (eV) = 4.503 / 5.962
- expectation value of S² = 8.8310
- multiplicity = 6

Atomic partial charges in e from the Löwdin method, atoms 1 to 4:
1. Pd 0.687
2. O 0.035
3. C -0.414
4. O -0.118